C2H7N3O2 | the ωB97M-V functional and the def2-TZVPD basis

Each line ends with the Löwdin charge.
Geometry (Å):
C (1.483, -1.087, -0.338)  -0.0989
N (0.437, -1.203, 0.658)  -0.0837
N (-0.661, -0.478, 0.481)  -0.2263
N (-1.857, -1.158, -0.034)  0.0146
O (-2.859, -0.528, -0.161)  -0.0077
O (-0.701, 0.848, 0.958)  -0.1232
C (-0.516, 1.834, -0.085)  -0.0710
H (1.978, -0.103, -0.196)  0.0679
H (2.314, -1.805, -0.281)  0.0732
H (1.072, -1.174, -1.416)  0.1118
H (0.793, -1.247, 1.558)  0.1010
H (0.539, 2.000, -0.357)  0.0766
H (-1.097, 2.747, 0.168)  0.1004
H (-0.924, 1.354, -0.955)  0.0654

Computed properties:
net charge = 0
energy relative to the best compared isomer or geometry (same formula, charge and spin) = 164.0 kcal/mol
SMILES = CNN(N=O)OC
orbital gap = 10.070 eV

C3H5N3O | the ωB97M-V functional and the def2-TZVPD basis

Each line ends with the Löwdin charge.
Geometry (Å):
C (0.794, -0.133, 0.358)  0.0605
C (1.053, 1.029, -0.792)  -0.4181
C (-1.332, -1.206, 0.920)  0.0035
N (-1.151, 0.394, -0.633)  0.0762
N (2.127, 1.479, -1.259)  0.1101
N (-0.455, -0.284, 0.247)  -0.2656
O (-0.190, 1.237, -1.203)  -0.0029
H (1.616, -0.466, 0.888)  0.0979
H (-1.144, -1.046, 2.000)  0.1107
H (-1.171, -2.252, 0.693)  0.1017
H (-2.321, -0.871, 0.828)  0.0748
H (2.173, 2.119, -2.046)  0.0514

Computed properties:
net charge = 0
energy relative to the best compared isomer or geometry (same formula, charge and spin) = 115.2 kcal/mol
orbital gap = 8.742 eV

no.,E_tot (hartree)
1,-394.9436
2,-356.6738